No. 1
Density functional theory data (ωB97M-V/def2-TZVPD) for 21 unconnected molecules or ions with the total composition C14H65N2O23S2 in a non-equilibrium geometry.

Each line ends with the Mulliken charge.
Element x y z (Å)
C -4.176 3.935 -1.518  -0.8696
C -2.675 4.607 -1.217  0.2611
O -2.413 5.792 -1.774  -0.4872
O -1.802 3.841 -0.317  -0.0327
C -0.425 4.356 -0.291  -0.3744
C 0.549 3.025 -0.014  -0.3601
C 0.409 2.421 1.504  -0.2677
S -0.173 0.621 1.300  -0.0453
C 0.561 -0.458 2.644  0.1238
C 0.871 -2.006 2.202  -0.4788
C -0.221 -2.669 1.174  -0.1912
C 0.460 -4.097 0.633  -0.7302
C 1.172 -3.901 -0.837  -0.2144
C 2.812 -4.167 -0.815  -0.4591
C 3.527 -3.431 -2.123  -0.6665
S 3.571 -4.496 -3.662  -0.1095
C 1.910 -4.587 -4.521  0.3623
N 1.599 -4.030 -5.923  -0.2297
N 0.286 -4.281 -6.309  -0.4175
C -0.421 -5.033 -5.197  0.0882
O 0.618 -5.180 -4.144  -0.1207
H -4.783 3.887 -0.507  0.3435
H -4.768 4.660 -2.242  0.2585
H -4.110 2.877 -2.016  0.2235
H -0.042 4.812 -1.298  0.2749
H -0.286 5.065 0.642  0.2416
H 0.273 2.191 -0.811  0.3740
H 1.661 3.383 -0.169  0.1798
H 1.520 2.348 1.935  0.2555
H -0.267 3.043 2.229  0.3156
H -1.560 0.619 1.526  0.2597
H -0.211 -0.456 3.547  0.1901
H 1.601 0.004 2.994  0.0821
H 0.821 -2.653 3.203  0.3025
H 1.941 -2.147 1.743  0.1152
H -0.411 -2.037 0.189  0.2667
H -1.247 -2.968 1.700  0.0360
H -0.456 -4.833 0.470  0.3408
H 1.268 -4.523 1.383  0.3527
H 0.991 -2.839 -1.325  0.3086
H 0.722 -4.708 -1.571  0.0104
H 3.327 -3.755 0.177  0.2601
H 2.992 -5.323 -0.869  0.2753
H 3.102 -2.356 -2.327  0.3319
H 4.663 -3.268 -1.795  0.3381
H -1.531 -5.418 -5.219  0.3346
O -1.942 -3.034 3.960  -0.5297
H -2.742 -3.547 3.771  0.2743
H -2.164 -2.544 4.766  0.2734
O -2.633 8.943 -1.485  -0.6041
H -2.922 9.234 -0.607  0.3546
H -2.553 7.981 -1.398  0.2908
O 4.377 -7.706 -4.852  -0.6341
H 3.636 -8.274 -4.596  0.3299
H 4.133 -6.833 -4.508  0.2483
O -1.074 1.521 4.739  -0.5419
H -1.740 2.049 4.274  0.2567
H -0.495 2.182 5.147  0.2860
O -1.361 3.429 -4.037  -0.6561
H -2.161 2.915 -4.227  0.2864
H -1.583 3.918 -3.231  0.3950
O -1.165 -1.672 -6.014  -0.6775
H -0.479 -2.356 -6.047  0.3711
H -0.701 -0.862 -6.276  0.3035
O -3.579 -0.749 4.383  -0.5996
H -4.245 -0.221 3.917  0.2984
H -2.999 -0.089 4.791  0.2718
O -5.523 1.171 5.508  -0.6134
H -6.131 1.657 6.086  0.2941
H -5.093 0.537 6.102  0.3328
O -1.395 0.701 7.604  -0.5883
H -0.872 0.675 6.789  0.2608
H -0.774 0.417 8.291  0.3107
O 2.622 4.431 -1.468  -0.6390
H 2.525 5.134 -2.128  0.2863
H 3.062 3.715 -1.951  0.3210
O 3.579 1.101 2.991  -0.6032
H 4.187 0.846 3.702  0.2603
H 4.165 1.354 2.262  0.3481
O -2.591 -1.875 -3.060  -0.6288
H -2.074 -1.891 -3.880  0.3416
H -3.427 -1.459 -3.319  0.2951
O 1.570 -8.588 -3.408  -0.5943
H 0.829 -9.157 -3.152  0.3183
H 1.326 -7.715 -3.064  0.2709
O -2.205 12.020 -0.178  -0.6357
H -2.291 11.272 -0.787  0.3284
H -3.119 12.302 -0.023  0.3163
O 5.951 -0.072 2.989  -0.6124
H 6.576 0.152 2.283  0.2911
H 5.663 -0.970 2.771  0.3118
O -2.499 7.973 1.181  -0.5796
H -2.789 8.264 2.058  0.3014
H -2.419 7.011 1.267  0.2724
O 0.785 -11.458 -2.325  -0.6091
H 1.144 -11.938 -3.087  0.3167
H 0.571 -12.156 -1.688  0.3019
O 4.229 -0.053 5.760  -0.6001
H 4.569 0.009 6.666  0.2981
H 3.452 -0.626 5.841  0.2951
O 5.461 2.006 0.326  -0.6398
H 4.795 2.534 -0.140  0.2882
H 6.041 2.667 0.733  0.3393
O -5.478 3.152 -3.777  -0.6240
H -4.961 3.135 -4.596  0.3073
H -6.314 3.567 -4.035  0.3101

Cartesian forces (eV/Å) of the 6 atoms listed first:
0.49 0.70 0.59
-0.72 3.90 -1.81
-0.50 -7.26 3.71
-0.99 2.84 -2.90
2.15 -1.27 0.97
-0.48 0.57 -0.20

Computed properties:
Charge: +1

=====

No. 2
Density functional theory data (ωB97M-V/def2-TZVPD) for 22 unconnected molecules or ions with the total composition C14H68F2O21Si in a non-equilibrium geometry.

Each line ends with the Mulliken charge.
Element x y z (Å)
C -0.730 -2.406 -0.221  -0.6116
C -0.405 -1.821 0.927  -0.3081
C -0.028 -0.852 2.186  0.7155
Si -1.263 0.667 2.168  -0.7561
C -2.142 0.563 0.437  0.2021
C -3.090 1.833 0.119  -0.0528
C -3.186 2.000 -1.484  -0.7753
C -3.241 0.614 -2.312  0.4323
C -1.836 0.312 -3.115  -0.7192
C -0.337 2.349 2.181  0.1014
C 1.044 2.352 3.014  0.3905
C 2.237 2.185 1.901  -0.9113
F 1.111 1.364 4.079  -0.3279
C -2.462 0.390 3.642  0.6839
F -1.822 -0.405 4.723  -0.3697
C -3.040 1.742 4.319  -0.3095
C -2.958 1.659 5.960  -1.0024
H -1.407 -2.723 -1.107  0.2348
H 1.015 -0.437 1.943  -0.3638
H -0.093 -1.468 3.151  0.4389
H -2.753 -0.403 0.325  0.2828
H -1.293 0.568 -0.342  -0.2197
H -2.650 2.832 0.534  -0.0310
H -4.132 1.738 0.638  0.2047
H -4.137 2.629 -1.749  0.1317
H -2.226 2.562 -1.832  0.2578
H -3.603 -0.296 -1.717  -0.1674
H -4.028 0.771 -3.161  0.3924
H -0.973 0.968 -2.678  0.0763
H -1.501 -0.779 -2.970  0.0041
H -1.997 0.573 -4.236  0.3318
H -0.067 2.583 1.070  0.3327
H -0.962 3.245 2.542  -0.3023
H 1.186 3.393 3.517  0.1948
H 2.006 1.347 1.147  0.1219
H 3.215 1.992 2.474  0.2768
H 2.263 3.178 1.291  0.3503
H -3.394 -0.240 3.332  0.1743
H -4.162 1.937 4.088  0.3702
H -2.471 2.700 4.036  -0.0320
H -3.399 0.679 6.375  0.2179
H -3.568 2.537 6.416  0.3519
H -1.837 1.766 6.214  0.2583
O 0.277 0.447 -5.311  -0.6046
H 0.743 1.066 -4.736  0.2902
H 0.676 -0.408 -5.103  0.3260
O -4.731 -1.115 1.053  -0.5626
H -4.618 -1.865 1.652  0.3036
H -5.016 -1.519 0.222  0.2168
O -1.097 -0.979 -7.822  -0.6580
H -0.630 -0.358 -7.245  0.3387
H -0.698 -1.835 -7.614  0.3263
O -1.832 5.270 1.510  -0.6155
H -1.008 5.492 1.965  0.2895
H -2.431 5.013 2.223  0.3206
O -5.056 4.524 -1.641  -0.6447
H -5.497 4.589 -2.498  0.3049
H -4.489 5.305 -1.610  0.3066
O -4.418 -2.122 -2.625  -0.6067
H -3.729 -2.552 -3.148  0.2606
H -5.031 -1.774 -3.287  0.3350
O 3.051 -1.240 0.502  -0.5502
H 3.112 -1.571 1.410  0.3160
H 2.392 -1.813 0.088  0.1797
O 1.732 -0.369 -3.340  -0.6171
H 2.551 -0.142 -2.876  0.3225
H 1.124 -0.622 -2.632  0.2328
O 1.797 -2.575 -7.833  -0.6467
H 1.847 -2.975 -8.713  0.3167
H 1.903 -1.629 -8.000  0.3300
O 6.236 -2.337 1.170  -0.5193
H 5.974 -3.266 1.228  0.3062
H 5.460 -1.898 0.796  0.2355
O -3.187 -2.981 6.444  -0.6712
H -3.098 -2.225 5.847  0.2876
H -2.383 -2.951 6.980  0.3149
O 5.254 0.891 1.077  -0.6599
H 5.315 0.561 1.983  0.3296
H 4.594 0.317 0.663  0.2834
O 7.852 -4.456 2.465  -0.6203
H 7.946 -3.700 1.869  0.3336
H 8.657 -4.436 2.997  0.2995
O 0.287 6.584 3.528  -0.6238
H 0.379 7.339 2.931  0.3162
H 1.090 6.612 4.064  0.3065
O 4.776 0.820 -3.064  -0.5734
H 4.874 1.569 -3.665  0.2887
H 5.571 0.853 -2.517  0.2900
O -4.573 -5.741 7.063  -0.6282
H -5.018 -5.671 6.209  0.3031
H -4.006 -4.959 7.095  0.3563
O 3.184 -3.041 3.034  -0.6227
H 2.852 -3.895 2.726  0.3174
H 2.807 -2.949 3.919  0.2812
O 8.152 -0.339 -0.125  -0.6151
H 7.428 0.274 -0.310  0.3162
H 7.926 -0.713 0.736  0.2905
O 7.231 -1.072 -3.448  -0.6319
H 7.279 -1.393 -2.537  0.3073
H 6.584 -1.655 -3.867  0.3254
O 2.338 -4.480 -10.557  -0.6320
H 2.993 -4.743 -11.217  0.3110
H 1.504 -4.471 -11.046  0.3194
O -6.828 -0.231 -1.998  -0.6248
H -6.313 -0.982 -1.676  0.3045
H -6.947 0.323 -1.215  0.3181

Cartesian forces (eV/Å) of the 6 atoms listed first:
0.55 3.35 5.89
-1.50 -1.85 -5.23
0.12 -1.59 -1.82
-0.11 -0.64 -1.39
-0.53 0.69 0.03
0.18 0.34 -0.14

=====

No. 3
Density functional theory data (ωB97M-V/def2-TZVPD) for a single C14H6N2O6S2 molecule in a non-equilibrium geometry.

Each line ends with the Mulliken charge.
Element x y z (Å)
O 1.731 0.354 -3.535  -0.5879
O 2.853 -1.815 -3.736  -0.6100
O -3.444 2.223 0.692  -0.6063
O -4.284 0.913 2.523  -0.6278
N 0.276 -1.753 -3.104  -0.7289
N -3.558 -0.377 0.345  -0.6913
O 2.182 -0.980 -1.389  -0.5692
O -1.774 0.798 2.091  -0.6224
C 3.227 1.351 1.867  -0.6504
C 2.256 1.674 2.816  -0.4669
C -1.783 -1.956 -2.286  -0.5655
C -2.796 -1.598 -1.414  -0.8848
C 2.857 0.686 0.705  -0.7231
C 0.896 1.401 2.588  -0.6357
C 1.185 -0.398 -0.671  0.8522
C -0.846 0.420 1.130  0.5267
C -0.494 -1.494 -2.094  0.8195
C -2.509 -0.774 -0.314  1.0887
C 1.499 0.378 0.445  0.0603
C 0.487 0.786 1.362  0.0450
C -0.165 -0.720 -0.951  0.5773
C -1.174 -0.335 -0.030  0.1086
S 1.852 -1.013 -3.013  1.1633
S -3.299 0.939 1.431  1.1743
H 4.276 1.451 2.109  0.3846
H 2.549 2.190 3.747  0.3631
H -2.014 -2.564 -3.147  0.4738
H -3.796 -1.898 -1.554  0.5223
H 3.677 0.432 0.030  0.4136
H 0.133 1.680 3.357  0.3968

Cartesian forces (eV/Å) of the 6 atoms listed first:
-0.24 -2.14 1.86
-2.31 0.96 2.74
1.78 -3.35 0.80
2.77 -1.33 -1.63
2.75 0.71 0.51
0.87 1.48 1.50

Computed properties:
SMILES: O=S1(=O)N=c2ccc3c4c(c5ccccc5c(c24)O1)OS(=O)(=O)N=3
Energy above the lowest of the compared OMol25 structures with the same formula, charge and spin (kcal per mole): 0.0

=====

For reference, HOMO energy by record: -11.04 -9.51 -9.39 eV.
For reference, orbital gap by record: 8.10 9.46 6.66 eV.